--- a ---
The following is a DFT calculation (ωB97M-V/def2-TZVPD) of a structure of composition C2H5NO2.

Geometry (Å):
C 0.13157 0.76551 -0.85363
C 0.47863 -0.17701 0.22419
N -1.08846 0.11393 0.51809
O 0.58385 -1.49905 -0.25365
O 1.36617 0.26958 1.01895
H 1.27953 -1.90482 0.28123
H -1.28567 0.81219 1.22214
H -1.75497 -0.62239 0.33081
H 0.22072 1.81523 -0.60228
H 0.06864 0.42682 -1.88585

Computed properties:
HOMO level	-8.64	eV
gap between HOMO and LUMO	8.330	eV
spin multiplicity	1

=====

--- b ---
The following is a DFT calculation (ωB97M-V/def2-TZVPD) of an isolated molecule of C2H5NO2.

Geometry (Å):
N 0.99510 0.41874 -0.77439
C 0.61465 0.47992 0.56590
O 1.22936 0.77473 1.53966
C -0.74094 -0.19321 0.59230
O -1.38036 -0.35636 -0.68421
H 2.10242 0.42724 -0.98342
H 0.33718 0.36604 -1.47731
H -0.82389 -1.20077 1.06014
H -1.48720 0.50152 1.11010
H -0.84631 -1.21784 -0.94876

Computed properties:
HOMO level	-9.97	eV
gap between HOMO and LUMO	10.542	eV
structure (SMILES)	NC(=O)CO
spin multiplicity	1

=====

--- c ---
The following is a DFT calculation (ωB97M-V/def2-TZVPD) of a structure of composition C2H5NO2.

Geometry (Å):
C 1.10899 -0.25087 -0.47768
C -1.64747 -0.30966 0.15637
N 0.02252 0.57933 0.53567
O -1.23869 -1.35204 -0.27864
O -2.51992 0.47818 0.15533
H 0.27539 0.36471 1.49532
H -0.03032 1.58433 0.39761
H 1.15720 -1.31241 -0.26551
H 0.81928 -0.01164 -1.49480
H 2.05301 0.23007 -0.22368

Computed properties:
HOMO level	-10.44	eV
gap between HOMO and LUMO	11.048	eV
spin multiplicity	1

=====

Here is how they stack up, most stable first: c, b, a.

=====

--- a ---
The following is a DFT calculation (ωB97M-V/def2-TZVPD) of an isolated molecule of C2H5NO2.

Geometry (Å):
N -0.55394 -0.01160 -1.15019
C -0.62917 0.54730 0.42855
O -1.64749 1.15635 0.68925
C 0.57557 0.23287 0.97159
O 1.50718 -0.62427 0.34228
H -0.81686 0.74111 -1.78824
H -1.18152 -0.79619 -1.32344
H 0.43336 -0.26470 -1.19135
H 0.85676 0.60861 1.94041
H 1.51494 -1.43307 0.87408

Computed properties:
HOMO level	-7.43	eV
gap between HOMO and LUMO	7.838	eV
structure (SMILES)	[NH3+]/C([O-])=C\O
spin multiplicity	1

=====

--- b ---
The following is a DFT calculation (ωB97M-V/def2-TZVPD) of an isolated molecule of C2H5NO2.

Geometry (Å):
C -0.19171 -1.92597 -0.28527
N 0.22349 -0.84255 0.31485
O 1.18018 -0.59697 1.07127
O -0.43546 0.35656 -0.33078
C 0.04231 1.70244 0.02770
H -1.16394 -1.83802 -0.85720
H 0.24786 -2.88174 -0.15622
H -0.92480 2.15349 -0.07850
H 0.67490 2.14680 -0.73293
H 0.34718 1.72595 1.02707

Computed properties:
HOMO level	-9.21	eV
gap between HOMO and LUMO	10.027	eV
structure (SMILES)	C=[N+]([O-])OC
spin multiplicity	1

=====

Here is how they stack up, most stable first: a, b.

=====

--- a ---
The following is a DFT calculation (ωB97M-V/def2-TZVPD) of an isolated molecule of C2H5NO2.

Geometry (Å):
C 0.78522 -0.96954 -0.44652
C -0.13890 0.16771 0.02816
O -1.08222 0.56250 -0.83794
N -0.33171 0.39256 1.62558
O 0.39743 1.22842 0.73320
H 1.64198 -0.80859 0.02369
H 0.71236 -0.94004 -1.61246
H 0.32555 -1.82312 -0.18643
H -0.98567 1.42959 -1.16474
H -1.32405 0.76050 1.83745

Computed properties:
HOMO level	-9.44	eV
gap between HOMO and LUMO	10.228	eV
structure (SMILES)	C[C@@]1(O)NO1
spin multiplicity	1

=====

--- b ---
The following is a DFT calculation (ωB97M-V/def2-TZVPD) of an isolated molecule of C2H5NO2.

Geometry (Å):
C -0.11825 -0.94003 0.22900
C 0.53429 0.40672 0.40596
O 1.57315 0.70867 0.92219
N -0.22254 1.27642 -0.17822
O 0.19967 2.78017 -0.37347
H 0.37639 -1.51294 -0.65622
H -0.10037 -1.62277 1.01128
H -1.22699 -0.76948 0.12303
H -1.26154 1.14866 -0.21684
H 1.17426 2.82768 -0.06501

Computed properties:
HOMO level	-9.96	eV
gap between HOMO and LUMO	10.731	eV
structure (SMILES)	CC(=O)NO
spin multiplicity	1

=====

Here is how they stack up, most stable first: b, a.

=====

--- a ---
The following is a DFT calculation (ωB97M-V/def2-TZVPD) of a cluster of 2 separate species, C2H5NO2 in total.

Geometry (Å):
O 1.76077 -1.51786 -0.16434
C 1.85261 -0.39835 -0.60540
N 0.90359 0.62922 -0.43817
C -0.16833 0.34938 0.30400
O -2.36217 0.30319 0.53160
H 2.75678 -0.15517 -1.18347
H -3.20752 0.24644 0.03931
H -0.66567 1.24221 0.62096
H 0.04981 -0.30999 1.13826
H -0.91987 -0.38908 -0.24275

Computed properties:
HOMO level	-10.06	eV
gap between HOMO and LUMO	6.503	eV
spin multiplicity	1

=====

--- b ---
The following is a DFT calculation (ωB97M-V/def2-TZVPD) of a cluster of 2 separate species, C2H5NO2 in total.

Geometry (Å):
N 1.64106 1.74205 1.52844
C 0.63742 1.03611 0.95971
O 0.47246 0.90884 -0.26252
H 1.88273 1.75208 2.49153
H 2.42050 1.93086 0.90399
H 0.01613 0.40389 1.70648
C -1.70007 -1.87956 -1.85443
O -2.84185 -2.35650 -1.60631
H -1.46037 -1.23165 -2.77468
H -1.06801 -2.30611 -1.09220

Computed properties:
HOMO level	-9.83	eV
gap between HOMO and LUMO	10.633	eV
structure (SMILES)	NC=O.C=O
spin multiplicity	1

=====

--- c ---
The following is a DFT calculation (ωB97M-V/def2-TZVPD) of an isolated molecule of C2H5NO2.

Geometry (Å):
O -1.29484 -1.15398 1.21028
C -0.96057 -0.52244 0.18697
O -0.52148 -1.27219 -0.99119
C 0.44377 0.34828 0.51487
N 1.05910 0.90892 -0.57960
H -1.75480 0.17509 -0.15140
H 1.17659 -0.43242 0.35433
H 0.43337 0.86238 1.48001
H 1.14373 1.92152 -0.66059
H 0.27514 -0.83516 -1.36366

Computed properties:
HOMO level	-9.97	eV
gap between HOMO and LUMO	7.283	eV
spin multiplicity	1

=====

--- d ---
The following is a DFT calculation (ωB97M-V/def2-TZVPD) of an isolated molecule of C2H5NO2.

Geometry (Å):
O -0.89799 -1.12586 -1.27831
C -1.24516 -0.17977 -0.62396
N -0.43117 0.63446 0.14649
C 0.85264 0.16588 0.70027
O 1.40231 -0.95872 0.07232
H -2.31121 0.09770 -0.52948
H -0.45065 1.60778 -0.11212
H 0.67492 -0.08529 1.74324
H 1.56047 0.98485 0.57456
H 0.84583 -1.14101 -0.69302

Computed properties:
HOMO level	-9.89	eV
gap between HOMO and LUMO	10.618	eV
structure (SMILES)	O=CNCO
spin multiplicity	1

=====

Here is how they stack up, most stable first: d, b, c, a.

=====

--- a ---
The following is a DFT calculation (ωB97M-V/def2-TZVPD) of an isolated molecule of C2H5NO2.

Geometry (Å):
N -0.05753 -0.62872 0.95003
C -0.71976 0.04187 -0.17094
C 0.53591 0.60153 -0.96916
O 0.31600 1.30556 -1.94439
O 1.67367 0.43703 -0.41199
H -0.21623 -1.64237 0.83620
H -0.59155 -0.38678 1.83172
H -1.05726 0.99628 0.14150
H -1.38010 -0.60591 -0.77854
H 1.49685 -0.11850 0.51557

Computed properties:
HOMO level	-9.54	eV
gap between HOMO and LUMO	10.025	eV
structure (SMILES)	NCC(=O)O
spin multiplicity	1

=====

--- b ---
The following is a DFT calculation (ωB97M-V/def2-TZVPD) of a cluster of 2 separate species, C2H5NO2 in total.

Geometry (Å):
C 0.73842 -0.00889 0.05798
C -0.54570 0.81703 0.14710
N 1.75011 0.16151 -0.78960
O 1.92670 0.21194 0.65441
O 0.17052 -1.94891 0.11248
H -0.30981 1.77148 -0.09429
H -1.03740 0.82709 1.12892
H -1.28457 0.30885 -0.65833
H 2.06925 -0.76811 -1.22485
H 0.01824 -2.05144 -0.79862

Computed properties:
HOMO level	-10.27	eV
gap between HOMO and LUMO	10.915	eV
spin multiplicity	1

=====

Here is how they stack up, most stable first: a, b.

=====

--- a ---
The following is a DFT calculation (ωB97M-V/def2-TZVPD) of the ion C4H6NO3 with charge -1.

Geometry (Å):
N -1.46364 1.09198 -0.16073
C -0.23201 0.43073 0.23924
C 0.27327 -0.50915 -0.85843
C 1.72709 -0.56576 -1.03248
O 2.36591 -1.54114 -1.35698
C -0.43247 -0.31588 1.62283
O -0.93332 -1.45870 1.53424
O -0.17240 0.36427 2.63127
H -1.44157 2.09006 -0.03252
H -2.27923 0.71503 0.31146
H 0.58183 1.11768 0.48377
H -0.19891 -0.27154 -1.81967
H -0.08038 -1.53017 -0.69127
H 2.28586 0.38260 -0.87074

Computed properties:
HOMO level	-4.15	eV
gap between HOMO and LUMO	8.051	eV
charge	-1
structure (SMILES)	N[C@H](CC=O)C(=O)[O-]
spin multiplicity	1

=====

--- b ---
The following is a DFT calculation (ωB97M-V/def2-TZVPD) of a cluster of 3 separate species, C4H6NO3 in total.

Geometry (Å):
O -0.98473 2.36942 1.40467
C 1.81240 -0.39257 -0.11183
O 1.54793 0.16264 -1.16008
C 1.67155 -0.26978 1.22070
C -1.08969 -1.03700 -1.23776
C -1.71397 -0.09354 -2.01925
O -2.12094 -0.23198 -3.23233
N 2.64425 -0.90842 2.03928
H 0.91915 0.33060 1.73589
H -0.92853 -0.79847 -0.20593
H -1.52642 -1.98145 -1.51529
H -1.69013 0.99982 -1.55444
H 2.15007 -1.32565 2.81407
H -0.69095 3.17637 1.82230

Computed properties:
HOMO level	-3.70	eV
gap between HOMO and LUMO	3.380	eV
charge	-1
spin multiplicity	1

=====

Here is how they stack up, most stable first: a, b.